1.
One molecule with the formula C3HNO4. Source: OMol25; level of theory: ωB97M-V with the def2-TZVPD basis set.

## Properties
- max |F| (hartree/bohr) = 0.135
- electronic energy (hartree) = -470.50619
- HOMO-LUMO gap (eV) = 9.773
- HOMO energy (eV) = -11.4984
- energy relative to the best compared isomer or geometry (same formula, charge and spin) (kJ/mol) = 427.59

Last column: natural (NBO) charge in e.
Atoms and positions in Å:
C1 -0.967 -0.526 0.040  0.70
C2 -0.783 0.952 -0.055  -0.06
C3 1.358 -0.632 -0.065  0.95
H1 -1.872 1.471 -0.186  0.27
N1 0.396 1.513 -0.253  -0.06
O1 -2.084 -1.028 0.316  -0.49
O2 1.510 0.709 0.469  -0.36
O3 2.326 -1.186 0.063  -0.48
O4 0.116 -1.273 -0.329  -0.47

2.
One molecule with the formula C4H7N3O2S. Source: OMol25; level of theory: ωB97M-V with the def2-TZVPD basis set.

## Properties
- max |F| (hartree/bohr) = 0.113
- electronic energy (hartree) = -869.45527
- HOMO-LUMO gap (eV) = 9.813
- HOMO energy (eV) = -8.9752
- energy relative to the best compared isomer or geometry (same formula, charge and spin) (kJ/mol) = 247.41

Last column: natural (NBO) charge in e.
Atoms and positions in Å:
C1 -2.454 -0.879 0.903  0.29
C2 -1.311 0.062 -0.727  0.37
C3 -0.348 0.025 0.270  -0.39
C4 2.494 -0.395 -0.160  -0.85
N1 -2.514 -0.545 -0.339  -0.51
N2 -1.273 -0.853 1.527  -0.56
N3 -1.048 0.645 -1.908  -0.77
O1 1.264 1.830 -0.326  -0.97
O2 1.692 0.850 1.911  -0.93
S1 1.236 0.712 0.563  2.18
H1 -3.258 -1.104 1.491  0.19
H2 3.219 0.217 -0.577  0.24
H3 2.890 -0.925 0.609  0.24
H4 2.180 -0.763 -1.062  0.23
H5 -1.030 -0.626 2.481  0.42
H6 -0.198 1.099 -1.899  0.41
H7 -1.541 0.648 -2.757  0.41

3.
A 3-piece molecular cluster, C4H14O2S overall. Source: OMol25; level of theory: ωB97M-V with the def2-TZVPD basis set.

## Properties
- max |F| (hartree/bohr) = 0.112
- electronic energy (hartree) = -709.07521
- HOMO-LUMO gap (alpha / beta) (eV) = 9.867 / 5.051
- multiplicity = 2
- HOMO energy (alpha / beta) (eV) = -13.4877 / -13.4877
- charge = +1
- energy relative to the best compared isomer or geometry (same formula, charge and spin) (kJ/mol) = 175.47

Last column: natural (NBO) charge in e.
Atoms and positions in Å:
C1 2.030 1.431 2.352  -0.57
C2 1.612 2.104 0.901  -0.46
C3 1.262 1.111 -0.076  -0.52
S1 -0.453 0.311 -0.028  0.82
C4 -0.772 0.271 -1.843  -0.79
H1 3.033 0.932 2.095  0.22
H2 1.202 0.650 2.286  0.18
H3 2.125 2.039 3.200  0.24
H4 0.928 2.982 1.176  0.25
H5 2.455 2.543 0.436  0.25
H6 0.959 1.611 -1.006  0.25
H7 2.153 0.464 -0.340  0.30
H8 -1.788 0.081 -2.051  0.27
H9 -0.172 -0.271 -2.536  0.29
H10 -0.762 1.384 -2.076  0.27
H11 1.024 -1.364 -4.965  0.47
H12 2.146 -0.418 -4.614  0.47
O1 1.859 -1.323 -4.486  -0.93
H13 -3.864 -3.192 4.170  0.46
H14 -4.883 -2.856 3.127  0.46
O2 -4.622 -3.559 3.680  -0.92

4.
A 2-piece molecular cluster, C6H16 overall. Source: OMol25; level of theory: ωB97M-V with the def2-TZVPD basis set.

## Properties
- max |F| (hartree/bohr) = 0.062
- electronic energy (hartree) = -238.08849
- HOMO-LUMO gap (alpha / beta) (eV) = 2.556 / 10.905
- multiplicity = 2
- HOMO energy (alpha / beta) (eV) = 1.4537 / -6.8719
- charge = -1
- energy relative to the best compared isomer or geometry (same formula, charge and spin) (kJ/mol) = 118.73

Last column: natural (NBO) charge in e.
Atoms and positions in Å:
C1 -1.229 -0.946 -0.530  -0.52
C2 -0.583 -2.331 -0.340  -0.89
C3 -2.132 -0.481 -1.662  -0.76
H1 -0.511 -0.187 -0.406  0.19
H2 -1.887 -0.913 0.339  0.17
H3 0.551 -2.387 -0.401  0.19
H4 -0.777 -2.740 0.637  0.19
H5 -3.130 -0.949 -1.507  0.18
H6 -0.678 -3.050 -1.193  0.21
H7 -1.831 -0.741 -2.680  0.20
H8 -2.298 0.621 -1.775  0.19
C4 1.346 0.862 0.462  -0.55
C5 0.623 0.605 1.807  -0.65
C6 1.875 2.257 0.249  -0.70
H9 2.128 0.135 0.288  0.19
H10 0.564 0.717 -0.257  0.18
H11 0.223 -0.405 1.797  0.21
H12 2.410 2.362 -0.701  0.20
H13 1.192 3.102 0.411  0.20
H14 2.800 2.344 0.870  0.18
H15 1.431 0.720 2.570  0.19
H16 -0.087 1.403 2.021  0.19